This record from OMol25 describes a 2-piece molecular cluster, C3H7NO2 overall. The level of theory is wB97M-V/def2-TZVPD.

Geometry as XYZ:
```
13
Properties=species:S:1:pos:R:3:lowdin_charge:R:1
C 2.2244 0.9179 -0.1873 -0.05
O 0.8278 0.6574 0.0662 -0.20
C 0.4505 -0.3341 0.8104 0.06
C -1.8987 -0.9920 -0.5920 -0.46
O -2.4530 -2.0648 -0.6932 0.01
N -2.3929 0.0925 0.0905 0.09
H 2.5292 0.4174 -1.1087 0.10
H 2.7950 0.5465 0.6663 0.09
H 2.3247 1.9984 -0.2855 0.09
H 1.3655 -0.9241 1.0712 0.03
H -0.9448 -0.7752 -1.1050 0.10
H -3.1594 -0.1578 0.7013 0.10
H -1.6682 0.6178 0.5657 0.05
```

## Properties
E_LUMO = 0.141 eV
Charge = 0
Electronic energy = -323.61897 Ha
Orbital gap = 9.170 eV
Relative energy (zero: lowest compared OMol25 entry of this formula, charge and spin) = 4.408 eV


This record from OMol25 describes one molecule with the formula C3H7NO2. The level of theory is wB97M-V/def2-TZVPD.

Geometry as XYZ:
```
13
Properties=species:S:1:pos:R:3:lowdin_charge:R:1
C 2.0225 0.2174 -0.2392 -0.06
N 0.5810 0.0271 -0.3360 0.00
C -0.2871 0.0304 0.7242 -0.47
O 0.0315 0.3384 1.8580 0.05
C -1.7287 -0.4292 0.3499 -0.16
O -2.0103 -0.1111 -0.9998 -0.07
H 2.3662 1.0142 -0.9104 0.08
H 2.2791 0.4878 0.7862 0.08
H 2.5691 -0.6996 -0.5009 0.08
H 0.1897 -0.2278 -1.2299 0.12
H -2.4846 0.0602 0.9831 0.13
H -1.8025 -1.5118 0.4718 0.13
H -1.7258 0.8039 -0.9570 0.08
```

## Properties
SMILES = CNC(=O)CO
E_LUMO = 0.749 eV
Charge = 0
Electronic energy = -323.74285 Ha
Orbital gap = 10.506 eV
Relative energy (zero: lowest compared OMol25 entry of this formula, charge and spin) = 1.037 eV


This record from OMol25 describes a 2-piece molecular cluster, C3H7NO2 overall. The level of theory is wB97M-V/def2-TZVPD.

Geometry as XYZ:
```
13
Properties=species:S:1:pos:R:3:lowdin_charge:R:1
C 0.8524 1.2133 1.6378 -0.20
C -0.1205 -0.8386 -0.4801 -0.55
C -1.1294 -1.2171 -1.5120 0.01
H 1.3571 0.2528 2.3737 0.13
H -0.5435 1.2513 2.1313 0.19
H 1.4700 2.1794 1.9063 0.09
H 0.1602 1.1440 -1.1370 0.12
H -1.5617 -0.2626 -1.9338 0.10
H -0.6450 -1.8332 -2.2425 0.08
H -1.8482 -1.8359 -0.9357 0.10
N 0.2905 0.5059 -0.4201 -0.01
O 1.2139 0.9520 0.3827 -0.18
O 0.5041 -1.5111 0.2292 0.12
```

## Properties
E_LUMO = 0.844 eV
Charge = 0
Electronic energy = -323.57435 Ha
Orbital gap = 10.127 eV
Relative energy (zero: lowest compared OMol25 entry of this formula, charge and spin) = 5.622 eV


This record from OMol25 describes one molecule with the formula C3H7NO2. The level of theory is wB97M-V/def2-TZVPD.

Geometry as XYZ:
```
13
Properties=species:S:1:pos:R:3:lowdin_charge:R:1
C 0.3386 -1.3484 -1.0283 0.03
C -1.3714 0.4866 0.7525 -0.12
C 1.0119 0.8084 0.0712 -0.27
O 1.0464 -1.4934 0.0183 -0.08
O -0.4925 0.6146 -0.3547 -0.27
N 1.4803 -0.2848 0.7572 0.00
H 0.5604 -0.6591 -1.8329 0.10
H -0.2871 -2.1968 -1.2877 0.11
H -1.5112 1.4642 1.2238 0.08
H -0.9733 -0.2115 1.4938 0.08
H -2.3325 0.1366 0.3753 0.09
H 1.1091 1.6696 0.7391 0.13
H 1.4214 1.0141 -0.9275 0.11
```

## Properties
E_LUMO (spin up / spin down) = -0.042 / -0.042 eV
Charge = 0
Electronic energy = -323.53592 Ha
Orbital gap (spin up / spin down) = 7.965 / 7.963 eV
Relative energy (zero: lowest compared OMol25 entry of this formula, charge and spin) = 6.668 eV


This record from OMol25 describes one molecule with the formula C3H7NO2. The level of theory is wB97M-V/def2-TZVPD.

Geometry as XYZ:
```
13
Properties=species:S:1:pos:R:3:lowdin_charge:R:1
C -1.5682 0.2187 -0.2409 -0.03
C -0.3190 -0.1673 0.5436 -0.35
O -0.0241 -1.5553 0.4806 -0.04
C 0.8688 0.7152 0.1363 -0.51
N 1.9646 0.0684 -0.3307 0.17
O 0.7960 1.9277 0.2517 0.04
H -1.6349 1.3072 -0.3049 0.09
H -2.4712 -0.1659 0.2426 0.08
H -1.5256 -0.1780 -1.2642 0.09
H -0.4825 0.0694 1.6011 0.15
H -0.4185 -1.9138 -0.3238 0.09
H 2.0111 -0.9372 -0.3253 0.10
H 2.8033 0.6112 -0.4662 0.11
```

## Properties
SMILES = C[C@@H](O)C(N)=O
E_LUMO = 0.773 eV
Charge = 0
Electronic energy = -323.76569 Ha
Orbital gap = 10.393 eV
Relative energy (zero: lowest compared OMol25 entry of this formula, charge and spin) = 0.416 eV


This record from OMol25 describes C3H7NO2 as an isolated structure. The level of theory is wB97M-V/def2-TZVPD.

Geometry as XYZ:
```
13
Properties=species:S:1:pos:R:3:lowdin_charge:R:1
O 0.1942 2.4197 0.5171 0.26
C -0.7443 2.1275 1.3298 -0.19
O -1.4705 1.0331 1.3248 0.09
H -0.8843 2.7972 2.2323 0.22
C 0.4824 -1.2154 -0.1609 -0.17
C 0.9377 -2.0545 -1.0905 0.07
N -0.2266 0.0024 -0.5388 0.09
H 0.5923 -1.2406 0.9200 0.12
H 1.4624 -2.9870 -0.7709 0.10
H 0.9593 -1.9310 -2.1630 0.08
H 0.4107 0.7530 -0.8182 0.13
H -0.9101 -0.2210 -1.2620 0.16
H -0.8034 0.5167 0.4802 0.04
```

## Properties
E_LUMO (spin up / spin down) = -4.674 / -9.610 eV
Charge = +1
Electronic energy = -323.34874 Ha
Orbital gap (spin up / spin down) = 10.084 / 5.126 eV
Relative energy (zero: lowest compared OMol25 entry of this formula, charge and spin) = 2.245 eV
Expectation value of S² = 0.757
Spin multiplicity = 2


This record from OMol25 describes an isolated ion of composition C3H7NO2 and charge +1. The level of theory is wB97M-V/def2-TZVPD.

Geometry as XYZ:
```
13
Properties=species:S:1:pos:R:3:lowdin_charge:R:1
O -2.6836 -0.6419 -0.4950 0.25
C -1.9179 0.0318 0.0848 -0.13
C -0.4105 -0.1804 0.4605 -0.05
N 0.3730 0.8843 -0.1706 0.07
C 1.8152 0.6199 0.0139 -0.26
O 2.1687 -0.7263 0.0003 -0.01
H -2.3719 0.9295 0.5972 0.19
H -0.1226 -1.0581 -0.2112 0.20
H -0.2846 -0.0697 1.5285 0.15
H 0.3118 0.7460 -1.1859 0.15
H 2.3859 1.1870 -0.8220 0.17
H 2.1018 1.0831 0.9461 0.13
H 2.8699 -0.9238 0.6370 0.13
```

## Properties
E_LUMO (spin up / spin down) = -4.825 / -9.595 eV
Charge = +1
Electronic energy = -323.32745 Ha
Orbital gap (spin up / spin down) = 10.902 / 5.389 eV
Relative energy (zero: lowest compared OMol25 entry of this formula, charge and spin) = 2.824 eV
Expectation value of S² = 0.756
Spin multiplicity = 2


This record from OMol25 describes one molecule with the formula C3H7NO2S. The level of theory is wB97M-V/def2-TZVPD.

Geometry as XYZ:
```
14
Properties=species:S:1:pos:R:3:lowdin_charge:R:1
C -0.2956 -1.3398 -0.7489 -0.29
C 0.6646 -0.6505 0.3371 -0.28
C -0.6790 1.2999 0.2991 -0.48
N 0.6740 0.7828 0.2436 -0.06
O -2.3093 -0.6839 0.8413 -0.59
O -0.8320 2.4914 -0.3080 0.05
S -1.7505 -0.2513 -0.4602 0.91
H 0.0960 -1.3393 -1.7609 0.07
H -0.7233 -2.3142 -0.4970 0.08
H 0.2608 -0.9672 1.3679 0.14
H 1.6678 -0.9645 0.4179 0.09
H -1.2261 1.2301 1.2664 0.13
H 1.0200 1.1757 -0.7580 0.19
H -1.5625 2.8431 0.0554 0.04
```

## Properties
E_LUMO = 0.662 eV
Charge = 0
Electronic energy = -721.85386 Ha
Orbital gap = 8.971 eV
Relative energy (zero: lowest compared OMol25 entry of this formula, charge and spin) = 2.960 eV


This record from OMol25 describes one molecule with the formula C3H7NO2S. The level of theory is wB97M-V/def2-TZVPD.

Geometry as XYZ:
```
14
Properties=species:S:1:pos:R:3:lowdin_charge:R:1
N -1.0524 -1.1617 0.7155 -0.01
C -1.0575 0.2736 0.6013 -0.24
C 0.1854 0.8711 -0.1467 -0.33
O -0.1256 0.6238 -1.4842 -0.08
C 1.5067 0.1380 0.3211 -0.69
O 2.0894 0.5200 1.3371 -0.01
S 2.1331 -1.2623 -0.5873 0.86
H -0.8845 -1.5189 -0.2212 0.06
H -1.7532 -1.5666 1.4195 0.12
H -1.9240 0.6755 0.1220 0.10
H -1.0902 0.6027 1.6233 0.11
H 0.3358 1.8303 0.1575 0.11
H 0.3167 1.0710 -2.2548 0.14
H 1.3203 -1.0967 -1.6031 -0.16
```

## Properties
SMILES = NC[C@H](O)C(=O)S
E_LUMO = 0.409 eV
Charge = 0
Electronic energy = -721.89361 Ha
Orbital gap = 9.469 eV
Relative energy (zero: lowest compared OMol25 entry of this formula, charge and spin) = 1.879 eV


This record from OMol25 describes a 2-piece molecular cluster, C3H7NO2S overall. The level of theory is wB97M-V/def2-TZVPD.

Geometry as XYZ:
```
14
Properties=species:S:1:pos:R:3:lowdin_charge:R:1
C 0.2921 1.2474 -1.0836 -0.38
C 0.7381 1.8504 1.3645 -0.10
C -0.1596 -1.8712 -0.9484 -0.29
N 0.3221 1.3282 0.1121 -0.03
O 0.3485 1.0508 -2.2137 0.16
O -2.0287 -0.3266 0.0278 -0.58
S -0.8230 -1.0509 0.4885 0.82
H 1.6213 2.6732 1.2798 0.13
H -0.1517 2.4107 1.5932 0.07
H 1.0201 0.9853 2.0170 0.08
H -0.5550 -1.5588 -1.8720 0.04
H 0.8609 -1.5718 -0.9929 0.02
H -0.1040 -2.9981 -0.7904 0.08
H -1.3811 -2.1685 1.0181 -0.02
```

## Properties
E_LUMO = 0.500 eV
Charge = 0
Electronic energy = -721.84061 Ha
Orbital gap = 9.548 eV
Relative energy (zero: lowest compared OMol25 entry of this formula, charge and spin) = 3.321 eV


Look up the relative energy (zero: lowest compared OMol25 entry of this formula, charge and spin) of the first one.
4.408 eV